C7H14N2 | ωB97M-V with the def2-TZVPD basis set

Output
Lowest unoccupied orbital energy (eV): 0.88
Structure (SMILES): CCc1c[nH]cn1.CC
Relative energy (zero: lowest compared OMol25 entry of this formula, charge and spin) (kJ/mol): 135.2

Positions of all 23 atoms, in Å:
N -0.2425 1.0947 0.5950
N 0.0549 -1.1415 0.9244
C 2.6909 2.5204 -1.1740
C -1.6302 -1.9570 -0.7921
C 0.3871 0.0821 1.3566
C -2.8599 -2.1803 0.0280
C 2.9794 1.3930 -0.1367
C -0.8637 -0.9275 -0.1455
C -1.0599 0.4692 -0.3171
H -3.4083 -3.1181 -0.1802
H 0.8975 0.3138 2.2629
H -1.6455 -1.6863 -1.8883
H -0.4947 1.9305 1.1147
H 2.3986 0.4892 -0.2725
H -1.2411 -2.9592 -0.8084
H -1.4649 1.0759 -1.0643
H 4.0179 1.0469 -0.0404
H 1.8100 3.1200 -0.9981
H -2.6681 -2.1730 1.0315
H 3.5231 3.3013 -1.2469
H 2.4710 2.0605 -2.1254
H -3.5704 -1.3098 -0.2192
H 2.8258 1.8359 0.8836

C7H14N2 | ωB97M-V with the def2-TZVPD basis set

Output
Lowest unoccupied orbital energy (eV): 0.86
Structure (SMILES): Cc1c[nH]cn1.CCC
Relative energy (zero: lowest compared OMol25 entry of this formula, charge and spin) (kJ/mol): 25.9

Positions of all 23 atoms, in Å:
N -0.7169 -2.2865 -0.5109
N 1.3034 -1.7427 -1.1782
C 0.1347 -2.1602 -1.5660
C 0.0026 -1.9951 0.6246
C -1.3379 2.3444 1.1287
C 1.2294 -1.5835 0.1818
C 2.4247 -1.2122 0.9906
C -0.6955 1.4496 0.0640
C -0.7313 2.0151 -1.3447
H 0.3283 1.1643 0.3323
H -0.5164 -1.7829 1.5433
H -2.3886 2.0848 1.2631
H -1.1767 0.4666 0.1165
H -1.7123 2.4449 -1.5593
H 0.1002 2.7047 -1.4997
H -1.5985 -2.7687 -0.5228
H 2.6645 -0.1602 0.8716
H -0.8365 2.2655 2.0947
H -1.2577 3.3987 0.8624
H -0.6222 1.1923 -2.0558
H 2.3040 -1.4929 2.0351
H -0.1771 -2.5283 -2.5288
H 3.2758 -1.8177 0.6574

C7H14N2 | ωB97M-V with the def2-TZVPD basis set

Output
Lowest unoccupied orbital energy (spin up / spin down) (eV): -9.63 / -9.55
Total charge: +2
Relative energy (zero: lowest compared OMol25 entry of this formula, charge and spin) (kJ/mol): 505.2

Positions of all 23 atoms, in Å:
N 0.2993 0.4849 -0.3486
N 2.7934 -0.1594 -0.0671
C -3.1524 -0.6508 0.0999
C -1.9786 0.0747 -0.5097
C -4.2273 0.1648 0.4848
C 1.5810 0.5637 -0.0161
C 3.7089 0.4011 0.9356
C -0.6253 -0.4238 -0.3786
C 3.2826 -0.9614 -0.9599
H 4.6566 0.6410 0.5588
H -0.1015 1.5029 -0.4506
H 1.8052 1.5005 0.3635
H -2.1871 1.1430 -0.2087
H -3.2024 -1.7284 -0.0805
H -2.2400 -0.1513 -1.6090
H 3.2652 1.2149 1.5266
H 4.3531 -1.3510 -1.0460
H -0.4092 -1.5597 -0.4517
H 2.7524 -1.5420 -1.7058
H -5.2780 0.0107 0.0847
H 3.8622 -0.2394 1.7230
H -4.1204 1.2435 0.6623
H -4.8376 -0.1785 1.3931

C7H14N2 | ωB97M-V with the def2-TZVPD basis set

Output
Lowest unoccupied orbital energy (eV): -8.64
Total charge: +2
Relative energy (zero: lowest compared OMol25 entry of this formula, charge and spin) (kJ/mol): 384.3

Positions of all 23 atoms, in Å:
N -1.8000 -0.5315 1.7250
N 0.8418 0.3378 -1.8913
C 0.5819 -0.9797 1.4628
C -0.5518 -0.1038 1.1375
C -0.2793 0.6469 -2.7483
C 2.0918 0.9845 -2.2235
C -1.6247 0.3745 2.9036
C 0.7542 -0.4568 -0.9323
C 0.8291 -1.3393 0.0094
H -2.5855 0.7658 3.2405
H 2.9001 0.6505 -1.5736
H 1.0132 -2.3843 -0.2211
H -0.2457 1.6952 -3.0416
H -0.2219 0.0452 -3.6593
H -1.0140 1.2396 2.6005
H -1.8923 -1.5160 2.0260
H 2.3505 0.7637 -3.2619
H 0.3985 -1.8601 2.0842
H -1.1263 -0.1465 3.7215
H 1.4492 -0.4317 1.8403
H 1.9814 2.0662 -2.1297
H -1.2238 0.4366 -2.2487
H -2.6265 -0.2567 1.1800

C7H14N2O2S | ωB97M-V with the def2-TZVPD basis set

Output
Lowest unoccupied orbital energy (eV): 0.53
Structure (SMILES): OCCN1CCN(CCO)C1=S
Relative energy (zero: lowest compared OMol25 entry of this formula, charge and spin) (kJ/mol): 180.0

Positions of all 26 atoms, in Å:
S -0.1962 -1.7464 0.0130
O 3.3335 -1.1905 -0.8531
O -3.3202 -1.1934 0.7287
N 1.0713 0.5265 0.2755
N -0.9839 0.8096 -0.5108
C -0.6230 2.1723 -0.1180
C -3.3528 0.1369 0.1271
C -2.2938 0.3410 -0.9369
C 2.3077 0.0636 1.0032
C -0.0895 -0.1613 -0.0199
C 0.8326 2.0263 0.2087
C 3.4864 0.0624 -0.0192
H 4.4942 -0.0097 0.4026
H 2.1733 -0.9575 1.4105
H 2.3839 0.6832 1.9817
H -2.4865 -1.6239 0.4418
H -4.3086 0.3753 -0.2260
H 1.6214 2.4809 -0.4504
H -0.6731 2.9560 -0.9500
H -0.9846 2.6549 0.7868
H -2.2656 -0.6759 -1.4905
H -3.0646 0.9595 0.9458
H 3.3769 1.0572 -0.5341
H -2.8858 0.9569 -1.6986
H 2.4552 -1.5638 -0.8664
H 0.9782 2.5210 1.2109

C7H14N2O3 | ωB97M-V with the def2-TZVPD basis set

Output
Lowest unoccupied orbital energy (spin up / spin down) (eV): -0.48 / -0.48
Relative energy (zero: lowest compared OMol25 entry of this formula, charge and spin) (kJ/mol): 869.3

Positions of all 26 atoms, in Å:
O 1.9358 -1.5227 0.5430
O 0.3019 2.0387 -1.6396
O 3.0509 -0.2844 -0.8332
N 0.9590 1.0020 -1.6126
N 2.0805 -0.5292 -0.1626
C -1.6763 -0.3288 -1.1186
C -0.3137 -1.0394 -1.0788
C 0.3945 1.0136 0.8851
C 0.1389 -1.6409 -2.4046
C 0.0559 0.0098 1.9134
C 0.9578 0.3523 -0.4438
C 1.5392 2.0513 1.2542
H 1.2822 3.0573 0.7715
H -0.3038 -1.1988 -3.2706
H -0.1225 -1.7980 -0.2048
H 1.2928 -1.5125 -2.5354
H -0.9293 -0.4901 1.5153
H 2.5824 1.5958 0.9879
H -2.1037 0.2409 -0.3631
H 0.8885 -0.7151 2.2234
H -2.2683 -1.1789 -1.4677
H -0.5067 1.6690 0.6945
H 1.5330 2.2236 2.2923
H -1.6254 0.4721 -1.8162
H -0.0574 -2.7390 -2.4813
H -0.2791 0.4044 2.8596

C7H14N2O4 | ωB97M-V with the def2-TZVPD basis set

Output
Lowest unoccupied orbital energy (eV): 0.53
Structure (SMILES): C[C@H](NC(=O)[C@@H](N)[C@@H](C)O)C(=O)O
Relative energy (zero: lowest compared OMol25 entry of this formula, charge and spin) (kJ/mol): 108.5

Positions of all 27 atoms, in Å:
O 1.3838 0.6759 3.8708
O 2.0313 0.1878 -1.4060
O -1.5784 -0.1420 0.3194
O -0.4466 0.4488 2.7731
N 1.0222 -0.4563 0.5778
N -0.3460 -2.1818 -1.1543
C -1.3139 0.1285 -1.1420
C -2.4818 -0.3002 -1.9160
C -0.0987 -0.8058 -1.5559
C 1.8814 1.9247 1.0130
C 1.1147 -0.3075 -0.7993
C 0.9249 0.5133 2.7755
C 1.7182 0.5100 1.4901
H -1.1155 1.2004 -1.2404
H 0.4899 -2.6890 -0.9022
H 1.7427 1.9417 -0.0660
H -0.7338 -2.6199 -1.9801
H 0.0821 -0.7026 0.9590
H -3.2745 0.4096 -1.5761
H -2.8458 -1.2385 -1.5040
H 2.7471 0.1200 1.8396
H -2.3415 -0.2731 -3.0113
H 0.2659 -0.5466 -2.5532
H 1.1250 2.4251 1.6025
H 2.9032 2.2747 1.2586
H -2.0396 -0.9827 0.3983
H -0.8162 0.4856 1.9292

C7H14N2O4 | ωB97M-V with the def2-TZVPD basis set

Output
Lowest unoccupied orbital energy (eV): 0.58
Structure (SMILES): C[C@H](N)C(=O)N[C@H](C(=O)O)[C@@H](C)O
Relative energy (zero: lowest compared OMol25 entry of this formula, charge and spin) (kJ/mol): 330.7

Positions of all 27 atoms, in Å:
O -3.0213 -1.8999 0.0108
O 0.3066 0.7394 -1.2960
O -2.3971 0.9121 -1.1750
O -1.1334 -1.7353 -1.3589
N 0.1669 -0.2699 0.7890
N 2.9831 0.3402 -1.1751
C 2.8801 -0.7895 0.9991
C -1.2682 -0.5207 0.7163
C 0.8245 0.1258 -0.3896
C -1.7938 -1.4476 -0.3294
C -2.1311 0.8181 0.1920
C -1.6068 2.1956 0.6124
C 2.2257 -0.4837 -0.3127
H -1.5661 -0.7635 1.6490
H 2.2277 0.7255 -1.9041
H 4.1272 -0.4746 0.9225
H 0.6620 -0.9574 1.3260
H 2.0768 -1.4910 -0.8761
H -3.1803 0.8862 0.5784
H 2.7496 -2.0160 1.1836
H -1.5988 1.3011 -1.6766
H -2.0914 2.9168 0.0990
H 2.4209 -0.2016 2.0315
H -3.3749 -2.4055 -0.7287
H 3.7463 -0.0316 -1.8046
H -0.5464 2.0518 0.1512
H -1.6881 2.4751 1.7661

C7H14N2O5 | ωB97M-V with the def2-TZVPD basis set

Output
Lowest unoccupied orbital energy (eV): 0.35
Structure (SMILES): C[C@@H](O)[C@H](N)C(=O)N[C@@H](CO)C(=O)O
Relative energy (zero: lowest compared OMol25 entry of this formula, charge and spin) (kJ/mol): 111.7

Positions of all 28 atoms, in Å:
O 3.2462 0.9556 0.3667
O -0.1744 -2.1853 -0.9408
O -0.3643 2.7270 -1.2299
O 2.1513 -1.0200 -0.1878
O -1.1825 0.4094 2.5089
N 0.1382 1.1086 0.8419
N -1.7084 -0.1433 -1.0341
C -1.0015 -2.0571 0.2316
C 0.9569 1.0256 -0.4399
C 1.0350 2.3783 -1.0594
C -1.5756 -0.6151 0.3224
C -2.1803 -3.0400 0.2051
C 2.2786 0.3807 -0.0593
C -0.8861 0.3258 1.3501
H -2.5552 -3.0837 1.2406
H 0.4681 0.4080 -1.1978
H -1.8599 -4.0358 -0.1001
H -0.4045 -1.4467 -1.4821
H 1.2263 -1.3122 -0.3933
H 0.4791 1.7949 1.5233
H 1.5731 2.3465 -2.0383
H 1.4700 3.1146 -0.3818
H -0.3445 3.4611 -1.8555
H -2.9762 -2.7072 -0.4727
H -0.4429 -2.2701 1.1525
H -2.4844 -0.6251 -1.5507
H -2.5532 -0.7241 0.7199
H -1.7757 0.8397 -1.2595

C7H14N2OP | ωB97M-V with the def2-TZVPD basis set

Output
Lowest unoccupied orbital energy (eV): -4.27
Total charge: +1
Relative energy (zero: lowest compared OMol25 entry of this formula, charge and spin) (kJ/mol): 0.0

Positions of all 25 atoms, in Å:
P -1.9021 1.0614 0.9773
O -2.1133 1.7263 -0.5318
N -0.2745 0.9519 1.4903
N -0.5203 -3.5762 -1.4168
C 1.9250 1.2710 0.4282
C 0.8438 -3.6427 -1.4839
C 0.2569 -1.8858 -0.2124
C -0.8887 -2.5068 -0.6490
C 0.5209 1.8063 0.8879
C 0.2419 3.3098 0.6249
C 1.3554 -2.6078 -0.7436
H -2.8262 2.3852 -0.4248
H 2.5489 2.1516 0.1388
H -2.6383 1.7287 2.0065
H -1.9301 -2.2824 -0.4793
H 1.8408 0.5449 -0.4088
H 0.2476 3.4766 -0.4847
H 2.4075 0.8445 1.3455
H 1.3318 -4.4191 -2.0497
H 2.4027 -2.3936 -0.6001
H 0.3011 -1.0126 0.4159
H -1.1540 -4.2151 -1.8636
H -0.7005 3.6950 1.0729
H -2.3970 -0.2780 0.9142
H 1.1209 3.8668 1.0461

C7H14N3 | ωB97M-V with the def2-TZVPD basis set

Output
Lowest unoccupied orbital energy (eV): -3.26
Structure (SMILES): Cc1nc(C)[n+](C(C)C)[nH]1
Total charge: +1
Relative energy (zero: lowest compared OMol25 entry of this formula, charge and spin) (kJ/mol): 179.4

Positions of all 24 atoms, in Å:
N -0.9703 -0.9408 0.3922
N -0.1168 0.2228 0.2196
N -2.1288 0.7678 -0.3007
C 1.3940 0.2506 0.1870
C -0.8927 1.2207 -0.1807
C -2.1824 -0.4835 0.1338
C 1.8599 0.0582 -1.2667
C 1.8716 -0.8891 1.0459
C -3.4272 -1.2165 0.3575
C -0.5713 2.6053 -0.5801
H 0.0859 3.1649 0.0530
H 1.3782 -1.7222 0.6645
H -3.5246 -1.8764 -0.5084
H -4.2875 -0.5385 0.2491
H -0.4807 -1.8393 0.5738
H -3.3981 -1.9615 1.2073
H 1.6534 1.2189 0.6640
H -0.0513 2.6739 -1.4789
H 2.0803 -0.9569 -1.3372
H 2.8420 -1.0386 0.8198
H -1.4853 3.1532 -0.6938
H 1.8163 -0.6379 2.1674
H 1.0300 0.3488 -1.8649
H 2.7025 0.7591 -1.3974

C7H14N3 | ωB97M-V with the def2-TZVPD basis set

Output
Lowest unoccupied orbital energy (spin up / spin down) (eV): -6.46 / -6.47
Total charge: +1
Relative energy (zero: lowest compared OMol25 entry of this formula, charge and spin) (kJ/mol): 619.4

Positions of all 24 atoms, in Å:
N 0.9185 -1.0461 1.9659
N -0.1261 0.2511 -0.1447
N 1.4589 0.0746 1.5072
C 1.5619 2.0000 0.1182
C 0.8892 0.7031 0.4807
C -0.5488 0.4822 -2.5069
C -1.1195 0.5409 -1.0864
C 1.6947 -1.5836 3.0908
C -2.2559 -0.4820 -0.9320
C -0.1281 -1.6190 1.5603
H 0.2387 1.2181 -2.6449
H -1.8889 -1.4745 -1.1836
H -3.0717 -0.2276 -1.6007
H -0.1444 -0.5048 -2.7174
H 1.0372 -2.0076 3.8477
H -1.5297 1.5411 -0.8722
H -2.6245 -0.4844 0.0910
H -1.3465 0.6879 -3.2152
H -0.6906 -2.5150 1.6230
H 2.6199 1.8112 -0.0492
H 1.4694 2.6840 0.9597
H 1.1119 2.4399 -0.7663
H 2.3706 -2.3567 2.7228
H 2.2788 -0.7632 3.5048

| no. | electronic energy (Ha) |
| --- | --- |
| 1 | -384.580396 |
| 2 | -384.622040 |
| 3 | -383.766355 |
| 4 | -383.812379 |
| 5 | -933.232418 |
| 6 | -610.074424 |
| 7 | -685.587540 |
| 8 | -685.502916 |
| 9 | -760.842528 |
| 10 | -800.938279 |
| 11 | -439.119856 |
| 12 | -438.952259 |